(1)
# C39H33BCsN12O4

C39H33BCsN12O4 as an isolated structure at a distorted geometry (ωB97M-V/def2-TZVPD, the Open Molecules 2025 dataset).

Geometry as XYZ:
```
90
Properties=species:S:1:pos:R:3:mulliken_charge:R:1
Cs -1.749 -0.229 0.670 1.651
O -5.857 -3.071 1.000 -0.802
C -4.785 -2.467 1.204 -0.039
O -3.701 -2.552 0.586 -0.565
C -4.822 -1.496 2.410 0.269
C -5.667 -1.790 3.479 -0.628
C -5.665 -0.958 4.584 -0.278
C -4.839 0.157 4.582 -0.624
C -4.051 0.393 3.464 0.491
N -4.039 -0.417 2.403 0.189
C -3.068 1.579 3.486 -0.378
O -3.234 2.417 4.390 -0.829
O -2.162 1.562 2.614 -0.414
H -6.296 -2.665 3.397 0.455
H -6.296 -1.173 5.440 0.387
H -4.782 0.853 5.407 0.460
C 1.238 -2.809 -2.987 -1.234
C 1.325 -1.319 -3.024 0.792
C 2.451 -0.501 -3.260 -1.425
C 1.947 0.780 -3.236 -0.081
N 0.622 0.700 -2.999 1.015
N 0.236 -0.584 -2.862 -1.059
B -0.349 1.874 -2.760 -0.278
N -1.791 1.485 -3.073 1.047
C -2.365 1.441 -4.292 -0.320
C -3.571 0.790 -4.165 -1.367
C -3.651 0.456 -2.796 0.414
C -4.737 -0.260 -2.057 -1.108
N -2.577 0.885 -2.155 -0.419
N -0.223 2.326 -1.298 1.602
C 0.758 2.028 -0.418 -0.753
C 0.526 2.743 0.733 -0.626
C -0.647 3.479 0.463 0.577
C -1.395 4.393 1.374 -1.324
N -1.083 3.226 -0.763 -1.253
N 0.089 3.041 -3.707 1.305
C -0.147 4.347 -3.475 -0.431
C 0.224 5.049 -4.603 -1.084
C 0.674 4.059 -5.496 0.651
C 1.216 4.228 -6.881 -1.240
N 0.580 2.854 -4.952 -1.211
H 1.976 -3.245 -2.310 0.217
H 1.401 -3.242 -3.978 0.341
H 0.242 -3.098 -2.654 0.248
H 3.470 -0.799 -3.444 0.378
H 2.416 1.735 -3.401 0.538
H -1.859 1.863 -5.146 0.498
H -4.295 0.588 -4.939 0.355
H -5.589 -0.457 -2.710 0.338
H -5.089 0.336 -1.214 0.266
H -4.394 -1.213 -1.649 0.181
H 1.525 1.311 -0.662 0.309
H 1.094 2.722 1.649 0.573
H -0.711 4.980 1.991 0.329
H -2.024 3.806 2.046 0.029
H -2.017 5.073 0.792 0.369
H -0.567 4.660 -2.533 0.553
H 0.178 6.114 -4.758 0.387
H 1.118 5.264 -7.209 0.331
H 0.682 3.594 -7.590 0.281
H 2.273 3.958 -6.930 0.244
N 8.772 -4.111 3.990 -0.574
C 7.705 -3.775 3.722 -0.027
C 6.372 -3.357 3.388 0.619
C 5.354 -3.469 4.332 -0.800
C 4.070 -3.069 4.004 -0.076
C 3.787 -2.559 2.741 -0.376
C 4.814 -2.448 1.805 -0.105
C 6.102 -2.842 2.121 -0.827
C 2.404 -2.135 2.376 1.176
C 1.709 -2.951 1.479 0.360
C 2.195 -4.215 0.933 -0.813
C 1.212 -4.675 0.133 -0.985
C 0.142 -3.672 0.206 -0.603
N 0.441 -2.682 0.986 -0.048
C 1.918 -0.960 2.953 0.059
C 2.645 -0.080 3.866 -0.817
C 1.805 0.937 4.134 -1.101
C 0.570 0.663 3.374 -0.859
N 0.660 -0.446 2.699 0.000
H 5.571 -3.872 5.312 0.431
H 3.273 -3.157 4.730 0.522
H 4.591 -2.048 0.824 0.666
H 6.898 -2.754 1.394 0.437
H 3.148 -4.671 1.152 0.483
H 1.192 -5.583 -0.449 0.440
H -0.817 -3.714 -0.297 0.693
H 3.651 -0.230 4.226 0.485
H 1.976 1.795 4.766 0.467
H -0.329 1.277 3.319 0.872
```

* LUMO (spin up / spin down): 2.85 / 1.41 eV
* HOMO (spin up / spin down): -0.1181 / -0.1181 hartree
* total charge: -2
* <S²>: 0.832
* energy above the lowest of the compared OMol25 structures with the same formula, charge and spin: 5.3 kcal/mol
* 2S+1: 2

=====

(2)
# C39H33CuN6PS4Te

C39H33CuN6PS4Te as an isolated structure (ωB97M-V/def2-TZVPD, the Open Molecules 2025 dataset).

Geometry as XYZ:
```
85
Properties=species:S:1:pos:R:3:mulliken_charge:R:1
Cu -0.359 0.612 0.953 -0.576
C -1.297 2.956 3.130 -1.072
P -0.590 2.764 1.462 1.453
C -1.645 3.887 0.481 0.160
C -1.733 5.242 0.807 -0.263
C -2.534 6.089 0.061 -0.695
C -3.242 5.595 -1.030 -0.492
C -3.151 4.255 -1.367 -0.306
C -2.358 3.402 -0.607 0.191
C 0.968 3.700 1.530 0.231
C 1.545 4.118 0.330 -0.259
C 2.741 4.816 0.344 -0.624
C 3.372 5.097 1.550 -0.423
C 2.805 4.675 2.743 -0.712
C 1.604 3.977 2.734 -0.213
H -0.735 2.332 3.823 0.030
H -2.329 2.606 3.093 0.426
H -1.279 3.999 3.448 0.419
H -1.153 5.637 1.633 0.275
H -2.590 7.141 0.315 0.370
H -3.843 6.264 -1.634 0.355
H -3.650 3.876 -2.248 0.342
H -2.267 2.359 -0.886 -0.089
H 1.063 3.888 -0.615 0.252
H 3.184 5.131 -0.593 0.426
H 4.312 5.637 1.557 0.356
H 3.298 4.868 3.688 0.408
H 1.190 3.628 3.671 0.364
Te -1.292 -0.143 -2.110 -0.135
C -2.183 0.253 -3.962 0.372
C -3.419 0.793 -4.173 -0.348
C -3.732 0.942 -5.550 -0.438
C -2.720 0.516 -6.357 -0.615
S -1.399 -0.070 -5.448 -0.142
H -4.072 1.089 -3.364 0.401
H -4.653 1.371 -5.920 0.334
H -2.682 0.538 -7.434 0.405
N 4.339 -8.297 -2.524 -0.760
C 3.727 -7.435 -2.034 0.273
C 2.986 -6.400 -1.447 0.258
C 2.890 -5.105 -2.060 -1.002
C 2.128 -4.115 -1.507 -0.239
C 1.418 -4.340 -0.304 0.894
C 1.541 -5.593 0.345 -0.607
C 2.291 -6.592 -0.206 -0.941
N 0.615 -3.318 0.261 0.474
C -0.513 -3.502 1.033 0.299
C -0.975 -2.262 1.349 -1.642
N -0.171 -1.319 0.768 0.772
C 0.787 -1.990 0.137 -0.688
H 3.412 -4.922 -2.991 0.379
H 2.040 -3.161 -2.013 0.351
H 1.051 -5.753 1.299 0.372
H 2.381 -7.542 0.307 0.369
H -0.898 -4.482 1.240 0.429
H -1.838 -1.992 1.931 0.393
H 1.613 -1.550 -0.394 0.381
S 0.214 2.439 -2.846 -0.427
C -0.986 3.327 -3.597 0.527
N -1.823 3.945 -4.117 -0.699
C -1.346 -6.990 -1.938 -1.218
C -1.271 -5.647 -2.600 1.079
C -0.544 -5.446 -3.767 -0.715
C -0.472 -4.150 -4.236 -0.435
N -1.063 -3.129 -3.628 -0.178
C -1.750 -3.425 -2.528 0.316
S -2.615 -2.144 -1.672 -0.516
N -1.891 -4.639 -1.991 -0.473
H -1.226 -7.799 -2.658 0.403
H -2.293 -7.093 -1.411 0.344
H -0.537 -7.068 -1.207 0.123
H -0.029 -6.260 -4.258 0.377
H 0.093 -3.909 -5.132 0.434
S 1.228 0.312 3.335 -0.403
C 1.636 1.235 4.755 -0.027
C 0.718 1.459 5.798 -0.300
C 1.043 2.222 6.911 -0.567
C 2.304 2.791 7.041 -0.491
C 3.236 2.569 6.030 -0.517
C 2.912 1.812 4.917 -0.495
H -0.265 1.008 5.718 0.454
H 0.300 2.370 7.688 0.348
H 2.557 3.387 7.909 0.370
H 4.230 2.997 6.110 0.369
H 3.640 1.657 4.131 0.383
```

* LUMO (spin up / spin down): 4.01 / 4.01 eV
* HOMO (spin up / spin down): 0.0006 / -0.0894 hartree
* total charge: -2
* <S²>: 0.769
* energy above the lowest of the compared OMol25 structures with the same formula, charge and spin: 17.2 kcal/mol
* 2S+1: 2

=====

(3)
# C39H33N5O3PPd

C39H33N5O3PPd as an isolated structure at a distorted geometry (ωB97M-V/def2-TZVPD, the Open Molecules 2025 dataset).

Geometry as XYZ:
```
82
Properties=species:S:1:pos:R:3:mulliken_charge:R:1
Pd -0.318 -1.223 -1.475 -0.932
N 2.565 -1.334 -1.534 0.526
C 3.092 -0.953 -0.335 0.309
C 4.452 -0.599 -0.234 -0.722
C 5.019 -0.231 0.972 -0.484
C 4.246 -0.204 2.126 -0.975
C 2.902 -0.555 2.040 -0.317
C 2.294 -0.939 0.844 0.169
P 0.479 -1.286 0.724 1.812
C 0.451 -3.145 0.706 0.288
C -0.740 -3.790 0.340 -0.455
C -0.795 -5.174 0.255 -0.622
C 0.340 -5.940 0.503 -0.410
C 1.526 -5.314 0.856 -0.759
C 1.575 -3.925 0.972 -0.263
C -0.002 -1.011 2.482 -0.350
C -0.195 -2.028 3.415 -0.506
C -0.588 -1.728 4.717 -0.688
C -0.796 -0.411 5.101 -0.724
C -0.632 0.610 4.171 -0.317
C -0.256 0.308 2.869 -0.214
H 3.111 -1.140 -2.357 0.361
H 1.465 -1.274 -1.620 -0.596
H 5.058 -0.612 -1.135 0.331
H 6.066 0.051 1.011 0.324
H 4.675 0.094 3.074 0.412
H 2.301 -0.525 2.941 0.301
H -1.605 -3.194 0.095 0.455
H -1.720 -5.661 -0.033 0.358
H 0.302 -7.020 0.407 0.326
H 2.417 -5.905 1.042 0.365
H 2.506 -3.435 1.237 0.395
H -0.025 -3.057 3.125 0.393
H -0.723 -2.527 5.439 0.375
H -1.093 -0.179 6.118 0.373
H -0.801 1.641 4.461 0.470
H -0.148 1.100 2.133 0.586
C 0.369 4.770 4.319 -0.977
O -0.943 4.285 4.170 -0.432
C -1.545 4.567 2.939 0.654
C -1.360 5.760 2.249 -0.199
C -2.005 5.981 1.037 -0.464
C -2.865 5.015 0.454 -0.188
C -3.020 3.801 1.189 -0.334
C -2.393 3.606 2.405 -0.263
N -3.596 5.349 -0.648 -0.899
N -4.189 4.412 -1.417 -0.741
C -3.634 3.175 -1.721 -0.156
C -4.537 2.159 -2.077 -0.149
C -4.160 0.844 -2.338 -0.669
C -2.822 0.397 -2.295 0.844
O -2.481 -0.845 -2.468 -0.754
C -1.847 1.449 -2.083 0.042
N -0.533 1.082 -2.184 -0.402
C 0.402 1.993 -2.069 -0.104
C 0.123 3.358 -1.906 -0.976
C -1.189 3.756 -1.788 -0.419
C -2.233 2.810 -1.819 0.768
H 0.833 4.203 5.128 0.280
H 0.390 5.833 4.587 0.300
H 0.950 4.632 3.402 0.403
H -0.709 6.530 2.654 0.219
H -1.862 6.917 0.506 0.382
H -3.669 3.031 0.795 0.337
H -2.552 2.687 2.960 0.399
H -5.589 2.432 -2.062 0.278
H -4.914 0.093 -2.559 0.316
H 1.431 1.638 -2.122 0.344
H 0.930 4.079 -1.877 0.372
H -1.427 4.804 -1.693 0.592
O 0.385 -3.323 -2.487 -0.284
N 0.780 -3.477 -3.663 0.144
C -0.051 -3.204 -4.700 -0.275
C 0.348 -3.431 -6.000 -0.667
C 1.607 -3.930 -6.275 -0.175
C 2.457 -4.151 -5.205 -0.759
C 2.039 -3.905 -3.913 -0.099
H -1.007 -2.794 -4.400 0.534
H -0.340 -3.199 -6.802 0.387
H 1.920 -4.127 -7.291 0.366
H 3.464 -4.513 -5.363 0.360
H 2.640 -4.030 -3.024 0.470
```

* LUMO (spin up / spin down): 3.86 / 3.86 eV
* HOMO (spin up / spin down): 0.0289 / -0.0020 hartree
* total charge: -2
* <S²>: 0.805
* 2S+1: 2

=====

- The lowest <S²> belongs to which entry?
  C39H33CuN6PS4Te

=====

- Which value of 2S+1 does entry 1 give?
  2

=====

- Which value of <S²> does entry 2 give?
  0.769